Density functional theory data (ωB97M-V with the def2-TZVPD basis set) for C40H40BN5O5RhS2 as an isolated structure.

- HOMO energy (spin up / spin down): -3.9283 / -5.1153 eV
- E: -3130.100311 Eh
- HOMO-LUMO gap (spin up / spin down): 6.41 / 5.19 eV
- Relative energy (zero: lowest compared OMol25 entry of this formula, charge and spin): 29.33 kcal/mol
- LUMO level (spin up / spin down): 2.48 / 0.08 eV

```
! RIJCOSX wB97M-V def2-TZVPD def2/J DEFGRID3
* xyz -1 5
C -1.84668 -1.15715 -2.90525
H -2.39302 1.78194 -0.34879
C -0.16619 5.08559 1.44448
H 0.55289 5.83537 1.11115
N 1.39149 -5.11865 1.92392
C 0.23981 0.37252 -3.89249
C -2.67428 0.93073 2.02456
C 1.42928 -1.72544 3.08769
C 1.14460 3.45541 -3.20397
C 3.40215 3.84092 -3.94008
H -2.01798 -0.97557 2.71436
C 0.89792 -3.86520 1.89793
C 1.02390 1.80603 2.18830
C -0.80664 2.37304 3.62432
H -1.86796 2.39997 3.83499
H 4.11423 4.40139 -4.53387
O 3.44502 -1.74054 -3.08608
O 0.23848 3.58293 -0.36059
C -0.44567 2.47793 -0.93593
H 2.97295 2.32517 2.89851
H -0.14143 -4.75640 -4.26730
C 1.05577 -5.32800 -1.23265
H -0.96493 5.57972 1.99891
C -1.49206 2.13829 0.15988
H -5.79627 2.17871 2.50432
C 1.91068 2.33195 3.11491
C -1.28246 1.18091 1.38508
Rh 0.43033 -1.13779 -0.18571
C 0.42305 -4.32818 -3.44085
H 2.99216 -6.06687 2.98501
H 1.27734 -1.14070 2.18492
H 0.55286 -1.57747 3.71814
O -0.78596 -0.05827 1.05304
C -4.96725 1.48349 2.57062
C -4.04362 -0.59094 3.32012
H -2.65559 -1.75051 -2.49558
H -1.56817 -6.74665 -0.05037
H 1.70847 5.00292 -4.57219
C -0.16788 0.57519 -2.57572
C 0.58621 1.51216 -1.59043
N 1.62507 -3.12952 2.77911
H -0.57503 6.04389 -1.10510
C 3.82350 2.78263 -3.15058
H -3.66119 2.75266 1.45402
H 1.37758 1.40424 1.24396
H 1.93171 -7.10183 1.02495
O 1.28637 0.75588 -0.69611
H -1.88567 -5.60874 -2.54865
C 0.08314 2.89905 4.55560
H -0.03720 -0.70578 -5.71834
H -4.14626 -1.53656 3.83945
C -0.34960 1.82014 2.43363
H 4.87075 2.50583 -3.12764
N 0.17788 -5.12859 -2.25267
H 0.33444 4.37483 2.09637
C 1.56015 2.39169 -2.40534
H -2.14393 5.93632 -0.27421
C -3.75691 1.80380 1.96261
S 2.67089 -4.83508 -1.21316
H 0.12301 -3.29679 -3.26363
C 2.58827 -3.93171 3.35325
C -2.84214 -0.27444 2.70743
H -1.06922 2.84596 -1.76641
H 3.21944 1.23891 -1.76528
C 1.44620 2.88029 4.30590
H -0.29547 3.32478 5.47764
C 2.90859 2.06633 -2.38789
H 2.14075 3.29053 5.02962
C -1.02454 -5.67144 -1.90806
C -1.35026 5.36200 -0.75365
C -0.75369 4.37248 0.24439
C -1.22525 -0.20918 -2.09945
H 3.28415 -3.55166 4.07916
H 1.48665 -4.34854 -3.66377
C -1.42949 -1.34043 -4.21485
H -6.06063 0.04146 3.72758
H -1.77780 4.83780 -1.60822
N 0.41190 -6.01303 -0.26991
S -0.46250 -3.30196 1.02487
O -1.77806 3.46179 0.65109
C 2.05355 4.17591 -3.96261
H 0.09754 3.73119 -3.24318
H -1.90915 -2.07742 -4.84806
C -5.11719 0.28908 3.25572
C 2.44052 -5.16026 2.81581
H -1.60011 -0.06396 -1.09196
C -0.38206 -0.57104 -4.69997
B 0.95743 -6.39871 1.14698
C -0.86396 -6.22975 -0.67552
H 2.31915 -1.35699 3.59335
H 1.06726 0.94089 -4.29422
C 2.63316 -1.93492 -2.24427
N 1.82079 -2.17747 -1.39690
H 0.05196 -6.96247 1.71981
*
```

Charges obtained by Löwdin population analysis, quoted in units of e:
1. C -0.08
2. H 0.15
3. C 0.03
4. H 0.09
5. N -0.02
6. C -0.01
7. C -0.14
8. C -0.02
9. C -0.04
10. C -0.11
11. H 0.09
12. C -0.70
13. C -0.03
14. C -0.03
15. H 0.11
16. H 0.09
17. O 0.05
18. O 0.01
19. C -0.16
20. H 0.10
21. H 0.09
22. C -0.72
23. H 0.09
24. C -0.13
25. H 0.09
26. C -0.09
27. C -0.41
28. Rh 0.98
29. C -0.02
30. H 0.11
31. H 0.04
32. H 0.10
33. O -0.35
34. C -0.10
35. C -0.09
36. H 0.11
37. H 0.12
38. H 0.09
39. C -0.11
40. C -0.44
41. N -0.11
42. H 0.09
43. C -0.08
44. H 0.11
45. H 0.10
46. H 0.07
47. O -0.28
48. H 0.12
49. C -0.10
50. H 0.10
51. H 0.10
52. C -0.12
53. H 0.10
54. N -0.09
55. H 0.06
56. C -0.15
57. H 0.09
58. C -0.04
59. S 0.87
60. H 0.07
61. C -0.06
62. C -0.02
63. H 0.14
64. H 0.11
65. C -0.12
66. H 0.09
67. C -0.01
68. H 0.09
69. C -0.04
70. C 0.01
71. C -0.58
72. C -0.08
73. H 0.11
74. H 0.07
75. C -0.13
76. H 0.09
77. H 0.08
78. N -0.03
79. S 0.64
80. O -0.04
81. C -0.09
82. H 0.11
83. H 0.10
84. C -0.12
85. C -0.08
86. H 0.09
87. C -0.08
88. B -0.46
89. C -0.08
90. H 0.09
91. H 0.12
92. C -0.59
93. N -0.06
94. H 0.07